Below is a 2-piece molecular cluster, C5H11N2S overall, with properties calculated with wB97M-V/def2-TZVPD.

Each line ends with the Löwdin charge.
Element x y z (Å)
C1 -2.3872 0.3539 0.1216  -0.7353
C2 -4.8351 -0.3530 -0.0325  -0.0519
C3 1.8982 -0.0001 -0.0967  -0.3403
C4 1.7645 -0.5177 1.2653  0.0028
C5 2.2823 1.4175 -0.3422  -0.0294
N1 -3.4416 -0.0676 -0.2135  0.0145
N2 1.7615 -0.5626 -1.2771  0.2346
S1 -0.9493 0.9422 0.1159  0.7694
H1 -5.2849 0.4874 0.3735  0.0686
H2 -5.0467 -0.8729 -0.9687  0.0942
H3 2.5393 -0.2301 1.8144  0.0666
H4 1.7254 -1.5611 1.2824  0.0941
H5 0.9476 -0.1138 1.8232  0.0815
H6 1.7281 1.7684 -1.1064  0.0369
H7 -5.0562 -1.2254 0.6860  0.1215
H8 2.2064 1.9393 0.6114  0.1059
H9 3.4006 1.4760 -0.7388  0.1717
H10 1.3362 -1.4617 -1.4062  0.1481
H11 1.8762 -0.1013 -2.1577  0.1465

Properties
- Orbital gap: 8.0 eV
- E_HOMO: -0.4561 Eh
- Maximum force: 0.101 Eh/bohr
- Charge: +1
- 2S+1: 1
- ΔE to the lowest compared entry with this formula, charge and spin: 218.84 kJ/mol

=====

Below is C16H42BaN3O9 as an isolated structure, with properties calculated with wB97M-V/def2-TZVPD.

Each line ends with the Löwdin charge.
Element x y z (Å)
Ba1 -3.9470 5.5829 4.5183  1.7385
N1 -1.9764 -0.2217 0.7408  -0.6618
O1 -1.8355 -0.0865 -0.4998  -0.0391
O2 -1.9066 -1.3106 1.2588  0.0044
O3 -2.3011 0.7448 1.4711  -0.1037
C1 -10.6421 0.3259 1.1548  -0.1083
C2 -9.4048 0.9903 0.6802  -0.3292
O4 -8.4654 1.1843 1.7405  -0.0926
H1 -10.8803 0.6656 2.1627  0.0735
H2 -10.6109 -0.7589 1.2565  0.0768
H3 -11.5475 0.6388 0.6348  0.0757
H4 -9.7160 1.9501 0.2678  0.1085
H5 -8.9334 0.4330 -0.1292  0.1144
H6 -7.9746 0.3707 1.8773  0.0821
C3 2.8467 -7.8169 4.2810  -0.1298
C4 1.8452 -6.9629 3.6174  -0.3385
O5 2.4580 -6.8292 2.3670  -0.0894
H7 2.3724 -7.9046 5.2585  0.0744
H8 3.7852 -7.3087 4.5024  0.0776
H9 3.0563 -8.7426 3.7451  0.0893
H10 1.8930 -6.0156 4.1545  0.1146
H11 0.8944 -7.4787 3.4831  0.1258
H12 3.3123 -6.4477 2.5822  0.0760
C5 0.9314 -2.5556 -8.3307  -0.0587
O6 1.5413 -2.5394 -6.9503  -0.1776
C6 2.4717 -1.4679 -6.8584  -0.2727
C7 3.1878 -1.4496 -5.5601  -0.1909
N2 3.5881 -2.7805 -4.9529  -0.0185
C8 4.3873 -3.6911 -5.7763  -0.2561
C9 4.8881 -4.9075 -5.1087  -0.2657
O7 3.7641 -5.6041 -4.6770  -0.1670
C10 3.9655 -7.0520 -4.6814  -0.0686
H13 0.5408 -1.5766 -8.6084  0.0728
H14 0.1572 -3.2921 -8.5457  0.0790
H15 1.6727 -2.7733 -9.0996  0.0740
H16 1.9214 -0.5661 -7.1268  0.1175
H17 3.2250 -1.5797 -7.6382  0.1104
H18 2.5764 -0.8474 -4.8880  0.1097
H19 4.0274 -0.7552 -5.5305  0.1094
H20 4.3698 -2.4716 -4.3929  0.0890
H21 5.1794 -3.0774 -6.2051  0.1161
H22 3.8730 -4.0147 -6.6811  0.1180
H23 5.4866 -4.4413 -4.3260  0.1163
H24 5.4935 -5.5993 -5.6943  0.1176
H25 3.9128 -7.4376 -3.6632  0.0852
H26 4.7269 -7.4483 -5.3531  0.0796
H27 3.0598 -7.3525 -5.2081  0.0812
C11 -0.6478 4.9576 7.7648  -0.0986
O8 -0.3612 5.2410 6.3956  -0.2304
C12 1.0058 5.2157 6.0520  -0.2242
C13 1.2587 6.1847 4.8942  -0.2035
N3 0.6715 5.6478 3.6665  -0.0620
C14 0.6950 6.6993 2.6966  -0.2233
C15 -0.2026 6.5503 1.4206  -0.1970
O9 -1.5286 6.3718 1.8778  -0.2522
C16 -2.2975 5.8552 0.7917  -0.1108
H28 -1.7184 5.0799 7.9288  0.0684
H29 -0.1146 5.6699 8.3945  0.0923
H30 -0.3647 3.9887 8.1762  0.0963
H31 1.3705 4.1962 5.9268  0.1357
H32 1.6583 5.6949 6.7818  0.1224
H33 2.3319 6.2164 4.7060  0.1278
H34 0.9510 7.1712 5.2409  0.1276
H35 1.3088 4.9481 3.3138  0.1264
H36 1.7452 6.8657 2.4564  0.1254
H37 0.4351 7.6263 3.2076  0.1106
H38 0.1786 5.6518 0.9353  0.1249
H39 -0.0244 7.2952 0.6451  0.1324
H40 -2.0060 4.8125 0.6656  0.1098
H41 -2.2382 6.4152 -0.1416  0.1008
H42 -3.3760 5.9240 0.9344  0.0619

Properties
- Orbital gap: 2.0 eV
- E_HOMO: -0.3099 Eh
- Maximum force: 0.077 Eh/bohr
- Charge: +1
- 2S+1: 1
- ΔE to the lowest compared entry with this formula, charge and spin: 1179.28 kJ/mol

=====

Below is one molecule with the formula C6H11NO, with properties calculated with wB97M-V/def2-TZVPD.

Each line ends with the Löwdin charge.
Element x y z (Å)
H1 -2.3078 0.9229 -0.4635  0.0465
N1 -2.2267 0.4845 0.4548  0.0944
C1 -1.0167 0.4249 0.8937  -0.2134
C2 0.3001 0.8630 0.2485  -0.5550
C3 0.0771 1.6903 -1.0154  -0.0242
O1 0.9990 1.6044 1.2364  -0.0068
C4 1.0062 -0.4872 -0.0579  -0.1281
C5 -0.0666 -1.5253 -0.1649  -0.2166
C6 0.0286 -2.8062 0.1301  0.0017
H2 -0.8889 0.1192 1.9287  0.1327
H3 -0.4364 1.1022 -1.7755  0.0884
H4 -0.5193 2.5728 -0.7857  0.0916
H5 1.0359 2.0032 -1.4306  0.0876
H6 1.7965 1.9715 0.8401  0.1005
H7 1.6035 -0.4151 -0.9755  0.1237
H8 1.6565 -0.7265 0.7863  0.1263
H9 -1.1955 -1.0719 -0.3326  0.1405
H10 -0.8064 -3.4807 0.0228  0.0524
H11 0.9608 -3.2459 0.4601  0.0577

Properties
- Orbital gap: 10.4 eV
- E_HOMO: -0.3534 Eh
- Maximum force: 0.078 Eh/bohr
- 2S+1: 1
- ΔE to the lowest compared entry with this formula, charge and spin: 265.32 kJ/mol

=====

Below is C3H10NO as an isolated structure, with properties calculated with wB97M-V/def2-TZVPD.

Each line ends with the Löwdin charge.
Element x y z (Å)
C1 -0.2628 2.0794 0.6785  0.0143
C2 1.0943 -2.3233 -0.3098  -0.1662
C3 -0.3223 0.0318 -0.6492  0.0401
N1 -1.0172 0.8618 0.3050  0.0021
O1 0.3971 -1.3159 0.3092  -0.1929
H1 0.0724 2.5955 -0.2205  0.1132
H2 -0.8922 2.7560 1.2522  0.1135
H3 0.6067 1.8029 1.2706  0.1206
H4 1.2529 -3.0147 0.5280  0.1101
H5 2.0680 -2.0050 -0.6915  0.0913
H6 0.5212 -2.8505 -1.0759  0.0910
H7 0.5556 0.4799 -1.0984  0.1305
H8 -0.9506 -0.5089 -1.3475  0.1340
H9 -1.1938 0.2802 1.1416  0.1989
H10 -1.9293 1.1307 -0.0923  0.1994

Properties
- Orbital gap: 10.6 eV
- E_HOMO: -0.5246 Eh
- Maximum force: 0.117 Eh/bohr
- Charge: +1
- 2S+1: 1
- ΔE to the lowest compared entry with this formula, charge and spin: 260.24 kJ/mol